A molecular structure, C24H36CdN2O3PS. Source: the Open Molecules 2025 dataset; level of theory: wB97M-V/def2-TZVPD.

Atoms and positions in Å:
Cd 0.388585 -0.514945 -0.479613
C -0.480436 -4.211849 0.741492
C -1.197840 -3.382605 1.810732
C -1.247049 -4.135905 3.137088
P -0.475880 -1.662395 1.853436
C 0.836520 -1.532338 3.165489
C 0.460033 -1.717875 4.633670
C 2.014675 -2.427672 2.766084
C -1.881662 -0.582029 2.427042
C -2.797217 -1.165687 3.501799
C -2.707195 -0.175029 1.199027
H -0.973617 -5.178570 0.616396
H 0.560099 -4.395337 1.015939
H -0.486299 -3.704713 -0.220390
H -2.223896 -3.210826 1.467852
H -0.243822 -4.406688 3.468702
H -1.810853 -5.061749 3.004008
H -1.732938 -3.561569 3.924688
H 1.149804 -0.496271 3.033665
H 0.107831 -2.725757 4.849368
H -0.303365 -1.005077 4.944455
H 1.347632 -1.534961 5.243553
H 1.772204 -3.483679 2.902209
H 2.886393 -2.200911 3.382550
H 2.287391 -2.273246 1.719527
H -1.385261 0.309553 2.825468
H -3.339467 -2.035912 3.127484
H -3.537930 -0.415016 3.784419
H -2.257068 -1.457667 4.401307
H -3.147116 -1.047579 0.710956
H -2.103589 0.344676 0.454797
H -3.524673 0.488108 1.487568
O -3.157793 -0.778373 -2.462808
C -2.190870 -1.487291 -2.624413
N -1.043428 -1.471578 -1.854560
C -0.155514 -2.374946 -2.318934
O 0.970033 -2.515039 -1.819311
C -0.754786 -3.119191 -3.462939
C -0.283120 -4.151635 -4.244336
C -1.118917 -4.627308 -5.251568
C -2.375980 -4.071521 -5.458935
C -2.842033 -3.025953 -4.664702
C -2.015785 -2.565469 -3.663572
H 0.703384 -4.566373 -4.081818
H -0.789180 -5.440943 -5.885078
H -2.997923 -4.464659 -6.253076
H -3.816866 -2.586323 -4.831707
S 0.854236 1.549042 -3.074371
C 1.330176 1.119076 -1.642285
O 1.131768 1.186810 1.538953
C 1.393968 2.331933 1.859443
C 0.790566 3.554389 1.225803
C 1.808962 4.025873 0.154125
C 3.281415 4.152348 0.586381
C 3.998590 2.808132 0.828507
C 3.761538 2.228859 2.239032
N 2.432626 2.614418 2.730817
H 0.623504 4.335916 1.970801
H -0.152558 3.307956 0.740291
H 1.466567 4.991749 -0.222244
H 1.764323 3.315283 -0.672255
H 3.385666 4.804916 1.461535
H 3.796680 4.661557 -0.230026
H 5.071908 2.932363 0.671299
H 3.646764 2.094954 0.077991
H 4.495205 2.610693 2.947510
H 3.833701 1.142032 2.226086
H 2.428892 3.590222 2.986457

Atoms 1-3, force components in eV/Å:
Cd 0.22 0.31 0.65
C -0.10 0.00 -0.01
C 0.24 0.14 -0.24

## Properties
- HOMO (alpha / beta): -0.2135 / -0.3291 Eh
- <S²>: 0.754
- 2S+1: 2
- LUMO (alpha / beta): 0.43 / 0.43 eV
- DFT total energy: -2178.60665 hartree

Atom charges from the Mulliken analysis, given in e for atoms 1 to 4:
1 Cd 1.1218
2 C -1.3154
3 C 0.9120
4 C -1.7651